178
Properties=species:S:1:pos:R:3:forces:R:3:lowdin_charge:R:1 method="wB97M-V/def2-TZVPD" fmax_ha_per_bohr=0.0904 homo_lumo_gap_ev=3.5 multiplicity=1 e_homo_ev=-6.07
C -1.8463 3.3649 -2.9583 -0.236 -0.028 -2.080 0.0221
C -1.2582 2.9311 -4.3356 4.502 0.128 1.161 -0.3186
O -0.0579 2.8534 -4.5730 -4.113 0.233 0.284 0.1677
N -2.1995 2.4968 -5.4685 0.166 -1.618 -0.235 0.1047
H -3.1723 2.4315 -5.2048 -0.315 -0.251 0.703 0.1553
H -2.2445 3.1757 -6.2150 0.733 0.437 -0.461 0.1722
C -1.7303 1.0933 -6.0524 0.070 0.883 -0.091 0.0852
H -1.1430 3.9019 -2.3218 0.332 -0.412 -0.398 0.0819
H -2.2470 2.4924 -2.4422 -0.119 0.067 -0.002 0.0800
H -2.6277 4.0773 -3.2229 -0.444 -0.069 0.398 0.0833
H -1.5654 0.4287 -5.2043 0.001 0.159 -0.154 0.1032
H -0.8227 1.2731 -6.6287 0.228 0.005 0.316 0.1052
H -2.4773 0.7064 -6.7455 -0.239 0.248 0.323 0.1020
C 2.7170 1.8225 8.0639 0.002 -1.407 -0.398 0.0431
C 2.2930 0.5388 7.2990 1.651 1.639 -3.466 -0.3529
O 2.3459 0.4020 6.0928 -0.452 0.045 3.191 0.1730
N 1.9488 -0.6302 8.1267 -2.847 -1.625 0.380 0.1134
H 2.7036 -1.2426 8.4012 0.831 -0.221 -0.442 0.1891
H 1.5665 -0.3070 9.0039 0.147 0.459 0.569 0.1593
C 0.7241 -1.4944 7.6220 -0.250 0.551 -0.057 0.0776
H 3.2054 1.5240 8.9915 -0.106 0.142 0.177 0.0868
H 1.8801 2.4896 8.2705 -0.042 -0.121 -0.050 0.0999
H 3.4661 2.3165 7.4451 -0.253 0.032 -0.060 0.0952
H -0.0779 -0.7862 7.4140 0.253 0.167 -0.156 0.1065
H 0.3560 -2.0963 8.4529 0.553 -0.066 0.074 0.1037
H 0.8880 -2.1056 6.7345 0.683 0.235 0.095 0.0875
C 5.3512 2.8244 -0.9554 0.438 0.545 -0.003 -0.0890
C 5.2191 3.5607 0.3774 0.143 -0.303 -0.062 -0.2288
C 3.8904 4.3143 0.3971 0.185 -0.602 0.794 -0.1010
N 3.2673 4.5741 1.7865 -2.119 1.161 -0.467 -0.2190
C 2.1545 5.6230 1.4985 0.370 -0.974 0.339 0.0052
C 4.2013 5.2501 2.7582 0.002 -1.821 0.203 -0.0782
C 4.7045 4.0257 3.6286 -0.232 2.377 0.268 -0.1156
C 3.4660 3.1219 3.7574 1.980 -1.585 -1.395 -0.1533
C 2.6340 3.3416 2.5077 -0.480 0.755 0.050 -0.0794
H 4.4967 2.1519 -1.0312 0.304 -0.062 -0.479 0.0671
H 6.2907 2.2730 -0.9917 -0.294 -0.258 0.191 0.0849
H 5.4410 3.5389 -1.7736 -0.511 -0.007 -0.231 0.0813
H 6.0761 4.2196 0.5173 -0.061 0.244 0.105 0.1125
H 5.3058 2.7746 1.1276 -0.392 0.060 0.251 0.0918
H 3.1514 3.7422 -0.1640 -0.152 -0.005 0.170 0.1285
H 3.9589 5.2989 -0.0656 0.133 -0.030 0.026 0.1314
H 1.5037 5.1750 0.7476 0.154 0.483 -0.055 0.0730
H 2.6353 6.5626 1.2264 -0.009 -0.242 -0.399 0.1066
H 1.5693 5.8069 2.3994 0.158 -0.291 -0.022 0.0947
H 3.5733 5.9463 3.3142 0.307 -0.040 0.200 0.1220
H 4.9144 5.7830 2.1293 0.266 -0.034 0.454 0.1323
H 5.0216 4.3544 4.6183 0.003 0.266 -0.001 0.1046
H 5.6169 3.6467 3.1681 -0.504 -0.670 -0.131 0.1095
H 2.9307 3.1239 4.7069 0.000 0.494 -0.214 0.1055
H 3.8927 2.1295 3.6119 -0.200 -0.442 0.535 0.1041
H 1.6036 3.5063 2.8226 -0.011 0.929 -0.413 0.1011
H 2.4960 2.5004 1.8285 0.963 0.044 -0.209 0.1202
C -6.7867 5.8010 -1.7088 -0.004 -0.741 1.155 -0.0656
C -6.3376 4.8210 -0.5588 -0.042 0.068 -0.922 -0.2080
C -6.9827 3.4394 -0.7056 0.717 -0.167 1.949 -0.1057
N -6.4940 2.4590 0.4193 1.722 -0.433 0.246 -0.1979
C -7.3021 1.1421 0.2265 1.854 1.296 0.089 0.0501
C -6.6467 2.9091 1.9320 -2.124 0.529 -2.036 -0.0712
C -5.5073 2.3300 2.7163 -1.000 -0.463 1.337 -0.1546
C -4.5662 1.6657 1.7602 0.073 -1.177 -0.282 -0.1686
C -4.9108 2.2328 0.4032 -0.092 1.149 0.438 -0.0757
H -7.7711 5.4525 -2.0210 0.064 0.284 -0.554 0.0688
H -6.0431 5.8148 -2.5056 -0.340 -0.197 -0.152 0.0698
H -6.8944 6.8277 -1.3588 0.052 -0.128 0.128 0.0737
H -6.5578 5.2229 0.4302 0.095 0.135 -0.186 0.0998
H -5.2646 4.6588 -0.6618 0.034 0.294 0.327 0.0932
H -6.7167 2.9774 -1.6564 -0.168 -0.142 0.097 0.1360
H -8.0579 3.4224 -0.5273 -0.056 0.342 -0.463 0.1247
H -7.0578 0.5061 1.0773 -0.325 -0.112 -0.189 0.1092
H -6.8905 0.7121 -0.6867 -0.442 -0.279 0.042 0.1033
H -8.3444 1.4539 0.1595 0.102 -0.410 0.057 0.1007
H -7.6512 2.5429 2.1442 0.180 -0.341 0.542 0.1226
H -6.8196 3.9853 1.9395 0.777 0.019 0.047 0.1126
H -5.8833 1.5445 3.3717 -0.228 0.100 0.136 0.1233
H -5.0379 3.0347 3.4028 0.023 0.327 -0.458 0.1272
H -4.7328 0.5886 1.7414 0.225 -0.102 0.194 0.1097
H -3.5780 1.8917 2.1608 0.239 -0.231 -0.976 0.1091
H -4.5046 1.7420 -0.4813 -0.643 -0.374 0.071 0.1274
H -4.4307 3.2090 0.4716 -0.580 0.351 -0.601 0.0910
C 2.5802 -7.1478 0.2449 0.358 -0.470 -0.022 -0.0957
C 1.6405 -6.4891 -0.8076 1.284 0.090 1.734 -0.2001
C 0.3782 -7.3115 -0.8241 0.337 0.802 -1.680 -0.1091
N -0.6217 -6.7184 -1.8514 -0.543 -1.628 -0.636 -0.2081
C -1.7896 -7.7636 -1.9530 0.968 2.762 1.054 0.0470
C -1.1217 -5.2816 -1.5949 -0.004 -0.677 0.435 -0.0643
C -1.2222 -4.6389 -2.9642 -0.380 0.673 -0.178 -0.1405
C -0.9544 -5.6659 -4.0336 -0.212 -0.738 -0.793 -0.1621
C -0.1238 -6.6966 -3.3085 1.455 0.389 -0.113 -0.1037
H 2.0882 -7.2565 1.2114 -0.264 -0.249 -0.136 0.0551
H 3.5280 -6.6942 0.5347 -0.310 0.987 -0.606 0.0793
H 2.9472 -8.1030 -0.1308 -0.465 -0.474 0.001 0.0690
H 2.1858 -6.3902 -1.7462 -0.318 -0.087 -0.107 0.1140
H 1.4050 -5.4981 -0.4195 0.123 0.134 -0.198 0.0834
H -0.0514 -7.3794 0.1753 -0.387 0.296 -0.187 0.1408
H 0.5720 -8.3195 -1.1909 -0.018 -0.088 0.022 0.1296
H -1.3539 -8.6862 -2.3365 -0.455 0.173 0.106 0.1007
H -2.4889 -7.2100 -2.5795 -0.321 -0.866 -0.162 0.1014
H -2.1432 -7.7797 -0.9221 -0.351 -0.627 -0.221 0.1029
H -2.0635 -5.2817 -1.0462 -0.121 -0.460 -0.133 0.1301
H -0.4400 -4.7507 -0.9304 0.291 -0.351 -0.119 0.1036
H -2.2181 -4.2221 -3.1141 0.234 0.495 0.154 0.1178
H -0.4195 -3.9065 -3.0500 -0.375 0.285 -0.027 0.0959
H -1.8139 -6.0925 -4.5508 -0.534 -0.108 0.614 0.1097
H -0.4353 -5.2237 -4.8839 0.568 -0.014 0.298 0.1280
H -0.0981 -7.6960 -3.7429 -0.291 -0.010 0.284 0.1325
H 0.9008 -6.3308 -3.3764 0.107 -0.017 0.568 0.1266
C 0.8507 0.8865 3.6271 -0.115 -0.993 -1.171 -0.0899
C 0.0370 0.8037 2.3219 -0.175 0.682 -1.205 -0.2269
C 0.3321 -0.4054 1.4480 0.948 -0.652 -0.618 -0.0661
N -0.1686 -0.3970 -0.0918 -1.169 0.516 1.035 -0.1515
C -1.6626 -0.0244 -0.0955 1.385 -0.323 0.292 0.0081
C 0.0114 -1.7618 -0.7619 0.194 -0.678 1.391 -0.1080
C 0.5435 -1.5497 -2.1284 0.254 -0.022 -1.221 -0.1522
C 1.4093 -0.3475 -1.9600 1.393 1.465 -0.267 -0.1463
C 0.6311 0.5332 -1.0216 0.058 -0.117 0.943 -0.0903
H 0.5792 1.7352 4.2549 -0.206 -0.012 -0.108 0.0777
H 1.9012 0.9617 3.3460 0.098 -0.202 0.335 0.0603
H 0.7076 -0.0647 4.1397 0.153 0.211 0.386 0.0587
H 0.3942 1.5707 1.6346 -0.461 0.874 0.417 0.0710
H -1.0254 0.9523 2.5149 0.108 -0.087 -0.063 0.0932
H 0.0705 -1.3444 1.9359 -0.377 -0.215 -0.744 0.1073
H 1.4168 -0.4046 1.3412 0.175 -0.435 -0.204 0.1144
H -1.7363 1.0439 0.1081 -0.061 -0.066 -0.063 0.0700
H -2.1192 -0.6013 0.7088 -0.126 0.006 -0.230 0.0991
H -2.0987 -0.3051 -1.0542 0.104 0.030 0.099 0.0952
H -0.8965 -2.3572 -0.6659 -0.036 0.195 0.159 0.1193
H 0.8103 -2.2463 -0.2006 -0.183 -0.142 0.212 0.1253
H -0.1700 -1.2987 -2.9134 -0.579 -0.216 0.115 0.1179
H 1.0812 -2.4319 -2.4758 0.176 0.066 -0.011 0.1151
H 1.5843 0.2578 -2.8494 -0.235 -0.327 -0.465 0.1161
H 2.4369 -0.4606 -1.6146 -0.139 -0.833 0.401 0.1225
H -0.0892 1.1192 -1.5925 -0.064 0.241 0.369 0.1094
H 1.3087 1.1335 -0.4144 -0.361 0.317 -0.031 0.1142
C 1.9407 -3.2578 3.7281 0.233 -1.069 -1.984 -0.6904
F 1.2844 -3.4641 4.8804 -0.436 0.136 0.641 0.0975
F 1.8578 -2.0022 3.3745 -1.275 1.891 0.017 0.1194
F 3.2216 -3.4164 3.9267 1.216 -1.098 0.952 0.1587
S 1.4057 -4.3586 2.2768 -1.674 -0.081 -1.134 0.4285
O 2.5681 -4.4276 1.5036 2.917 1.039 -1.567 -0.2749
O 1.1316 -5.6568 2.8032 -1.543 -0.832 1.810 -0.3164
O 0.3004 -3.6907 1.5536 0.327 -0.061 1.642 -0.3519
C 3.4097 0.9213 -6.1672 -0.345 -0.522 -0.342 -0.5964
F 4.7549 0.9337 -6.0410 -1.276 0.226 0.359 0.1119
F 2.8439 0.2523 -5.1252 0.727 -0.690 -0.727 0.0770
F 2.8789 2.1391 -5.9715 0.675 1.141 -0.386 0.0641
S 2.9531 0.3152 -7.9467 1.310 -3.051 -2.835 0.4726
O 4.1441 0.4506 -8.8103 -0.838 1.449 1.663 -0.3638
O 2.6838 -1.1161 -7.8344 -0.809 1.384 1.029 -0.3555
O 1.8166 1.1216 -8.3871 -0.076 0.500 1.122 -0.3963
P -4.7793 -2.4726 -0.3078 -0.114 -3.009 -0.734 0.1512
F -4.3422 -0.9381 -0.4679 -0.135 0.966 1.123 -0.1767
F -4.2456 -2.6080 -1.8778 -0.479 -0.212 0.481 -0.2052
F -3.3347 -2.9764 0.2116 0.437 0.980 -0.084 -0.1628
F -5.2247 -4.0259 -0.3306 0.102 -0.268 0.008 -0.1706
F -5.2462 -2.3435 1.2514 0.295 0.847 -0.383 -0.1746
F -6.2865 -2.1512 -0.7531 -0.220 1.130 -0.481 -0.1648
P 4.8689 -0.6638 0.8918 0.637 -2.160 1.393 0.1188
F 3.8617 0.4189 0.3627 -2.466 1.275 -0.994 -0.1596
F 5.0616 -1.3223 -0.5555 -0.046 0.758 0.428 -0.1127
F 5.9743 0.5082 0.6611 1.063 -0.818 0.167 -0.1664
F 5.8711 -1.7294 1.5413 0.936 0.322 -0.424 -0.1387
F 4.6352 -0.1119 2.4204 0.122 1.406 0.820 -0.2086
F 3.6497 -1.6610 1.2616 -0.700 -0.208 -0.957 -0.1683
P -1.3397 4.2588 0.9006 1.276 2.286 1.305 0.1584
F -0.0727 3.5917 0.1326 -0.224 -0.077 -0.350 -0.1592
F -0.3935 4.5696 2.2101 0.162 0.188 -0.609 -0.1793
F -0.9355 5.6829 0.1617 -0.188 -0.799 0.650 -0.1702
F -2.5236 5.0092 1.7060 -0.307 -0.209 0.040 -0.1542
F -2.3845 3.9517 -0.2450 -0.393 -0.478 -1.445 -0.1479
F -1.6403 2.8460 1.5451 -0.893 -0.611 0.386 -0.1567
P 3.7616 -3.7264 -4.6662 1.480 0.482 -1.760 0.2632
F 4.0260 -5.1064 -3.8612 0.002 0.407 1.716 -0.1949
F 5.3431 -3.4301 -4.8981 0.059 -1.254 -0.089 -0.1814
F 3.5926 -4.7931 -5.8923 -0.133 0.163 -0.723 -0.2038
F 3.5514 -2.5864 -5.8500 -0.786 0.004 2.396 -0.1940
F 2.1276 -3.7813 -4.3754 0.555 0.175 0.318 -0.2108
F 4.0023 -2.8315 -3.2680 -1.598 -0.359 -1.318 -0.2056